Computed, not measured: the molecule C20H38N4O3S, with wB97M-V/def2-TZVPD.

CARTESIAN COORDINATES (ANGSTROEM)
1 S 2.2694 2.1123 -0.0686
2 O 2.6538 1.5029 -1.3097
3 O 1.5243 3.3359 -0.1450
4 O -1.3654 -0.3398 2.9315
5 N 1.5089 0.9345 0.8321
6 N -2.8244 -0.7455 1.2659
7 N -3.1458 -2.8216 -0.5808
8 N 3.5555 2.3811 0.9534
9 C -4.9095 -2.4389 -2.2125
10 C -4.4983 -3.2043 -0.9488
11 C -2.0964 -2.9378 -1.5785
12 C 0.6423 0.0537 0.0785
13 C -0.4550 2.0883 1.8256
14 C -2.7627 -3.1390 0.7799
15 C -1.6181 -4.3656 -1.8906
16 C -1.8269 -0.0438 1.8478
17 C 4.1588 3.6966 0.8748
18 C -0.6836 0.7331 -0.2611
19 C -2.5192 -2.1924 -2.8507
20 C -4.7695 -4.7114 -1.1012
21 C -1.3908 1.1740 1.0287
22 C 5.1154 3.8135 -0.3107
23 C 4.5134 1.2947 0.9840
24 C -3.8966 -2.6278 -3.3356
25 C 0.9051 1.4262 2.0548
26 C 5.5036 1.3540 -0.1795
27 C 6.1800 2.7225 -0.2196
28 C -3.2505 -2.0396 1.7400
29 H -1.2312 -2.4037 -1.1584
30 H -3.1529 -4.1064 1.1246
31 H 6.7721 2.8673 0.6885
32 H 4.6922 3.8729 1.8154
33 H -2.2980 1.7316 0.7673
34 H 0.4722 -0.8421 0.6849
35 H 4.5414 3.6880 -1.2309
36 H -5.8419 -4.8879 -1.0587
37 H 1.6093 2.1404 2.4821
38 H -3.0906 -0.5456 0.3136
39 H 4.9535 1.1923 -1.1070
40 H -4.3416 -2.0506 1.8145
41 H -0.3056 3.0137 1.2682
42 H 0.7887 0.5772 2.7330
43 H -1.3071 0.0535 -0.8451
44 H 6.8545 2.7818 -1.0757
45 H 1.1819 -0.2173 -0.8299
46 H 3.9328 0.3723 0.9556
47 H -5.8986 -2.7730 -2.5293
48 H -3.8736 -3.6699 -3.6546
49 H -4.1884 -2.0290 -4.2007
50 H -2.8224 -2.1852 2.7330
51 H -2.5502 -1.1212 -2.6371
52 H -1.7701 -2.3568 -3.6263
53 H -0.9007 2.3182 2.7940
54 H 5.5752 4.8031 -0.3164
55 H -2.3209 -4.9041 -2.5169
56 H -4.4019 -5.0982 -2.0453
57 H -5.1351 -2.8534 -0.1260
58 H -0.4667 1.6157 -0.8673
59 H -0.6651 -4.3196 -2.4127
60 H 6.2451 0.5613 -0.0667
61 H -1.6730 -3.1786 0.8372
62 H -4.3027 -5.2727 -0.2958
63 H 5.0454 1.3529 1.9400
64 H -4.9723 -1.3749 -1.9734
65 H -1.4765 -4.9259 -0.9694
66 H 3.3387 4.4093 0.7874

Atoms 1-2, force components in eV/Å:
S 0.2 -0.4 0.7
O 0.0 -0.2 0.0

SMILES string: C[C@@H]1CCC[C@H](C)N1CCNC(=O)C1CCN(S(=O)(=O)N2CCCCC2)CC1
Energy above the lowest of the compared OMol25 structures with the same formula, charge and spin in kJ/mol: 0.0
Energy in Ha: -1627.8476
Largest force on an atom in eV Å⁻¹: 1.05
Frontier orbital gap in Ha: 0.3383

Results of the Löwdin charge analysis, in e, for atoms 1 through 5: 0.640 -0.269 -0.268 0.065 -0.225